1.
The following is a DFT calculation (ωB97M-V/def2-TZVPD) of a structure of composition C31H49BrN2O4SSn.

Last column: Löwdin charge in e.
Element x y z (Å)
C  -3.938  -2.261  4.021  -0.03
C  -2.628  -2.855  3.450  -0.12
N  -1.405  -1.976  3.584  -0.04
C  -1.404  -0.782  2.689  -0.10
C  -0.044  -0.745  1.943  -0.09
C  -0.091  -0.896  0.422  -0.24
C  1.141  -1.808  0.092  -0.14
C  2.525  -1.324  0.550  -0.17
C  3.542  -2.483  0.257  -0.13
C  3.932  -2.365  -1.212  -0.26
C  4.832  -1.383  -1.548  -0.06
C  5.163  -1.227  -2.873  -0.07
C  4.594  -2.028  -3.833  -0.08
C  3.721  -3.011  -3.475  -0.07
C  3.370  -3.189  -2.155  -0.05
C  -1.292  -1.791  -0.063  -0.42
O  -1.574  -2.900  0.353  0.10
N  -1.976  -1.160  -1.084  0.07
C  -1.167  -0.080  -1.708  -0.57
S  -0.178  -1.070  -2.953  0.92
C  -1.908  1.016  -2.460  -0.14
C  -2.711  0.656  -3.744  -0.41
C  -1.914  0.836  -5.055  -0.09
C  -3.489  -0.667  -3.718  -0.08
C  -0.326  0.369  -0.453  -0.30
C  -0.944  1.563  0.333  -0.11
C  -2.457  1.495  0.712  -0.28
C  -3.091  2.892  0.442  -0.55
Br  -4.489  3.188  1.810  0.63
C  0.985  0.989  -1.070  -0.14
C  1.834  1.885  -0.120  -0.20
C  1.712  3.403  -0.366  -0.15
C  2.815  4.094  0.482  -0.20
O  2.350  5.358  0.964  -0.04
C  2.562  6.366  0.052  -0.31
O  1.929  7.388  0.111  0.10
C  -1.058  -1.671  4.834  -0.40
C  -1.639  -0.628  5.724  0.05
O  -0.104  -2.423  5.345  -0.33
H  -4.769  -2.585  3.401  0.10
H  -3.867  -1.178  4.122  0.07
H  -4.071  -2.653  5.034  0.08
H  -2.786  -3.071  2.394  0.11
H  -2.382  -3.818  3.902  0.13
H  -1.460  0.137  3.287  0.12
H  -2.289  -0.775  2.058  0.13
H  0.559  -1.560  2.376  0.08
H  0.494  0.172  2.210  0.11
H  0.960  -2.749  0.628  0.12
H  1.225  -2.081  -0.958  0.07
H  2.608  -1.118  1.633  0.09
H  2.915  -0.471  0.004  0.08
H  4.432  -2.343  0.879  0.11
H  3.112  -3.463  0.481  0.11
H  5.266  -0.733  -0.797  0.12
H  5.856  -0.435  -3.133  0.11
H  4.853  -1.865  -4.872  0.12
H  3.270  -3.640  -4.235  0.12
H  2.664  -3.947  -1.837  0.12
H  -2.970  -1.007  -0.988  0.15
H  -0.352  -2.336  -2.528  -0.08
H  -2.592  1.578  -1.819  0.10
H  -1.158  1.752  -2.769  0.12
H  -3.483  1.432  -3.819  0.13
H  -1.316  1.750  -5.021  0.08
H  -2.638  0.981  -5.863  0.08
H  -1.328  -0.044  -5.313  0.05
H  -2.908  -1.540  -3.435  0.05
H  -4.323  -0.567  -3.007  0.08
H  -3.972  -0.811  -4.687  0.09
H  -0.418  1.763  1.267  0.11
H  -0.829  2.434  -0.311  0.10
H  -2.630  1.347  1.775  0.04
H  -3.045  0.797  0.122  0.09
H  -3.627  2.935  -0.501  0.05
H  -2.378  3.702  0.563  0.06
H  0.758  1.589  -1.954  0.11
H  1.657  0.206  -1.415  0.08
H  2.889  1.649  -0.315  0.11
H  1.695  1.653  0.942  0.10
H  0.772  3.822  -0.010  0.11
H  1.913  3.575  -1.426  0.13
H  3.772  4.145  -0.045  0.13
H  2.964  3.460  1.361  0.12
H  3.360  6.184  -0.690  0.15
H  -2.328  -1.045  6.464  0.14
H  -2.214  0.075  5.120  0.10
H  -0.861  -0.023  6.205  0.11
Sn  1.817  -2.054  5.235  1.72

Energy relative to the best compared isomer or geometry (same formula, charge and spin) = 0.0 kcal per mole
Net charge = +2
HOMO = -13.02 eV
HOMO-LUMO gap = 2.72 eV


2.
The following is a DFT calculation (ωB97M-V/def2-TZVPD) of a structure of composition C38H44GeN4SSn.

Last column: Löwdin charge in e.
Element x y z (Å)
Sn  -0.490  -0.108  -0.610  0.95
N  -2.726  0.153  1.729  -0.01
N  -2.140  -0.150  2.951  -0.10
C  -0.800  -0.127  3.142  -0.89
N  -0.368  -0.618  4.334  0.08
S  0.316  0.465  2.071  0.65
H  -3.336  0.961  1.799  0.10
H  -3.239  -0.637  1.351  0.08
H  -2.713  -0.554  3.689  0.15
H  -1.007  -0.679  5.113  0.10
H  0.589  -0.392  4.559  0.09
C  4.465  0.828  -1.023  -0.03
C  3.838  -0.523  -1.153  -0.22
C  4.561  -1.619  -1.485  -0.03
C  3.973  -2.909  -1.526  -0.24
C  4.756  -4.069  -2.063  -0.03
C  2.687  -3.108  -1.078  -0.01
C  1.851  -2.051  -0.688  -0.24
C  2.407  -0.650  -0.788  -0.39
N  0.593  -2.083  -0.294  -0.02
C  -0.094  -3.295  0.112  -0.46
C  0.716  -4.039  1.183  -0.07
C  -0.047  -5.270  1.661  -0.29
C  -1.364  -4.841  2.302  -0.12
C  -2.199  -4.103  1.259  -0.29
C  -2.500  -5.028  0.084  -0.12
C  -1.183  -5.448  -0.561  -0.28
C  -0.327  -6.186  0.470  -0.11
C  -0.435  -4.216  -1.067  -0.07
C  -1.423  -2.893  0.755  -0.16
H  5.522  0.793  -1.279  0.08
H  4.366  1.181  0.004  0.09
H  3.982  1.553  -1.671  0.06
H  5.608  -1.527  -1.746  0.12
H  5.636  -3.728  -2.601  0.08
H  4.141  -4.663  -2.739  0.08
H  5.086  -4.724  -1.254  0.09
H  2.296  -4.111  -1.155  0.10
H  2.395  -0.332  0.269  0.12
H  0.892  -3.350  2.015  0.13
H  1.689  -4.341  0.800  0.11
H  0.561  -5.805  2.400  0.14
H  -1.165  -4.184  3.153  0.12
H  -1.907  -5.714  2.669  0.12
H  -3.140  -3.765  1.713  0.14
H  -3.125  -4.512  -0.648  0.12
H  -3.046  -5.909  0.430  0.12
H  -1.387  -6.114  -1.407  0.14
H  0.617  -6.497  0.016  0.12
H  -0.848  -7.085  0.809  0.12
H  -1.048  -3.652  -1.773  0.13
H  0.459  -4.529  -1.603  0.10
H  -1.212  -2.209  1.578  0.08
H  -2.018  -2.363  0.006  0.06
C  1.415  0.325  -1.373  -0.52
Ge  1.453  0.974  -3.204  0.93
C  3.181  1.433  -4.085  -0.26
C  3.434  2.731  -4.503  -0.11
C  4.647  3.068  -5.078  -0.09
C  5.623  2.104  -5.256  -0.10
C  5.372  0.800  -4.866  -0.09
C  4.160  0.472  -4.290  -0.12
C  0.392  2.643  -3.077  -0.28
C  1.011  3.680  -2.388  -0.14
C  0.362  4.872  -2.137  -0.09
C  -0.945  5.044  -2.561  -0.10
C  -1.587  4.013  -3.222  -0.10
C  -0.921  2.827  -3.479  -0.11
C  0.705  -0.616  -4.149  -0.25
C  1.411  -1.792  -3.928  -0.12
C  0.934  -3.017  -4.349  -0.10
C  -0.283  -3.091  -5.004  -0.11
C  -0.996  -1.930  -5.243  -0.10
C  -0.504  -0.706  -4.821  -0.11
H  2.672  3.489  -4.369  0.09
H  4.828  4.086  -5.393  0.10
H  6.572  2.365  -5.700  0.10
H  6.124  0.037  -5.009  0.10
H  3.975  -0.546  -3.983  0.08
H  2.026  3.540  -2.035  0.10
H  0.870  5.665  -1.606  0.10
H  -1.461  5.974  -2.368  0.10
H  -2.615  4.133  -3.536  0.10
H  -1.439  2.032  -3.996  0.08
H  2.347  -1.748  -3.395  0.07
H  1.509  -3.913  -4.160  0.10
H  -0.673  -4.049  -5.320  0.10
H  -1.944  -1.981  -5.761  0.10
H  -1.078  0.189  -5.020  0.08

Net charge = 0
HOMO = -5.33 eV
HOMO-LUMO gap = 5.38 eV


3.
The following is a DFT calculation (ωB97M-V/def2-TZVPD) of a structure of composition C5H9MgO4Sr.

Last column: Mulliken spin population.
Element x y z (Å)
O  0.535  0.245  -1.517  -0.02
C  1.807  0.199  -0.964  0.00
C  1.662  -0.169  0.504  0.01
O  0.753  -1.267  0.542  -0.06
C  1.348  -2.548  0.382  0.01
Mg  -1.329  -1.075  0.462  0.72
H  2.561  1.002  -1.035  0.00
H  2.323  -0.632  -1.485  0.00
H  1.272  0.641  1.137  0.01
H  2.641  -0.428  0.936  0.00
H  0.650  -3.334  0.696  0.00
H  1.533  -2.703  -0.689  0.01
H  2.295  -2.560  0.941  0.01
O  -2.232  2.849  -1.245  0.00
C  -3.137  2.793  -0.348  0.01
C  -2.980  1.591  0.581  0.02
O  -1.847  0.802  0.359  0.15
Sr  -1.002  1.553  -1.409  0.12
H  -3.940  1.038  0.544  -0.01
H  -2.914  2.003  1.609  0.00

Energy relative to the best compared isomer or geometry (same formula, charge and spin) = 107.0 kcal per mole
Spin multiplicity = 2
Net charge = 0
<S²> = 0.751
HOMO (alpha / beta) = -5.85 / -6.02 eV
HOMO-LUMO gap (alpha / beta) = 5.88 / 5.39 eV


4.
The following is a DFT calculation (ωB97M-V/def2-TZVPD) of an isolated molecule of C3H4OS.

Last column: Löwdin charge in e.
Element x y z (Å)
C  2.031  -0.338  0.572  0.11
C  1.037  0.237  0.203  -0.24
C  -0.161  0.770  -0.401  -0.44
S  -1.951  0.548  0.394  0.81
O  -2.197  -1.067  -0.099  -0.49
H  2.962  -0.687  0.952  0.03
H  0.032  1.863  -0.644  0.09
H  -0.259  0.160  -1.415  0.12
H  -1.494  -1.487  0.438  0.02

Energy relative to the best compared isomer or geometry (same formula, charge and spin) = 65.9 kcal per mole
Net charge = 0
SMILES string = C#CCSO
HOMO = -9.24 eV
HOMO-LUMO gap = 9.81 eV